{"formula": "C54H118BeClN7O10", "method": "wB97M-V/def2-TZVPD", "largest_force_ha_per_bohr": 0.079, "homo_energy_ev": -11.27, "charge": 2, "orbital_gap_ha": 0.045, "total_energy_ha": -3737.4090, "elements": ["Cl", "O", "O", "O", "O", "O", "O", "O", "O", "O", "O", "N", "N", "N", "N", "N", "N", "N", "C", "C", "C", "C", "C", "C", "C", "C", "C", "C", "C", "C", "C", "C", "C", "C", "C", "C", "C", "C", "C", "C", "C", "C", "C", "C", "C", "C", "C", "C", "C", "C", "C", "C", "C", "C", "C", "C", "C", "C", "C", "C", "C", "C", "C", "C", "C", "C", "C", "C", "C", "C", "C", "C", "Be", "H", "H", "H", "H", "H", "H", "H", "H", "H", "H", "H", "H", "H", "H", "H", "H", "H", "H", "H", "H", "H", "H", "H", "H", "H", "H", "H", "H", "H", "H", "H", "H", "H", "H", "H", "H", "H", "H", "H", "H", "H", "H", "H", "H", "H", "H", "H", "H", "H", "H", "H", "H", "H", "H", "H", "H", "H", "H", "H", "H", "H", "H", "H", "H", "H", "H", "H", "H", "H", "H", "H", "H", "H", "H", "H", "H", "H", "H", "H", "H", "H", "H", "H", "H", "H", "H", "H", "H", "H", "H", "H", "H", "H", "H", "H", "H", "H", "H", "H", "H", "H", "H", "H", "H", "H", "H", "H", "H", "H", "H", "H", "H", "H", "H", "H", "H", "H", "H"], "coordinates": [[-1.367608, -0.366344, -0.748212], [-5.526742, -0.921646, 5.565249], [-1.383478, -1.787671, -0.424067], [6.141074, 2.801526, -4.747999], [0.562501, 8.442179, 0.594785], [-1.465892, -0.544239, -2.205059], [3.971152, -6.036903, 0.220725], [1.010155, -5.374972, -4.269803], [-9.053437, 2.490651, 0.609546], [-2.478334, 0.361346, -0.288597], [-0.150304, 0.293870, -0.363743], [-8.643307, 3.609456, 1.285512], [4.209545, -5.876462, 1.638075], [-6.437265, -0.223569, 1.834669], [1.113272, 7.350727, 1.155823], [6.697784, 1.705095, -4.077425], [-4.251143, -0.426855, 5.358828], [0.721823, -5.702834, -5.610670], [2.054476, -7.904032, -5.894218], [2.501050, 7.088834, 0.651867], [-1.788115, -0.777154, 4.882644], [-9.157154, 5.297624, 3.073629], [0.039418, -7.445815, -7.229867], [-3.150703, -1.426662, 5.409745], [6.208899, -4.433493, 1.643516], [5.369223, 1.859393, -2.034333], [1.681589, -5.770823, 2.172733], [0.715246, 5.065690, 1.992362], [-0.180650, -7.967532, -4.762559], [2.992758, 5.726197, 1.292761], [-2.946221, -2.102194, 6.741675], [-3.864625, 0.952537, 7.419492], [0.138291, 6.312783, 1.323797], [3.149914, -3.582706, 2.111042], [-0.663650, 5.983998, 0.027922], [0.692030, -7.231259, -5.828317], [-5.003169, 1.904483, 5.505645], [4.434573, 0.519495, -3.882641], [5.732016, 1.034059, -3.245731], [-8.434952, 6.381442, 2.338898], [-3.992156, 0.923081, 5.871157], [3.167430, -5.138366, 2.411565], [-7.880381, 4.695045, 0.519193], [5.781435, -5.928675, 3.549764], [8.404922, -0.158751, -4.127228], [1.280356, -4.738255, -6.530164], [3.367098, 8.288593, 1.191125], [6.425612, -0.205666, -2.625956], [5.644586, -5.766559, 2.005014], [6.479158, -6.871398, 1.405966], [-9.667968, 4.057850, 2.203077], [-7.344549, 5.823842, 1.452995], [7.161914, 0.401747, -6.356000], [-2.565381, 1.447923, 5.386832], [4.862642, -5.179631, 4.462777], [-6.636117, 3.978797, -0.028334], [7.715700, 0.966182, -4.991871], [-0.931545, 6.923563, 2.297227], [0.612165, -6.584294, -8.331407], [2.845302, -4.699337, -6.526482], [0.706795, -5.153050, -7.953589], [3.439644, -5.364617, 3.958309], [7.314077, -1.039099, -3.537277], [-10.148766, 2.871583, 3.222076], [-10.890175, 4.547197, 1.553343], [1.936478, 4.562114, 1.254408], [0.763305, -3.268323, -6.330309], [2.635675, 6.912679, -0.873968], [8.902846, 1.909891, -5.386536], [-3.472665, -2.477561, 4.336700], [-1.384392, 0.536169, 5.581499], [-8.676535, 5.276322, -0.704533], [-2.339416, -4.102519, -3.464864], [3.355027, 5.982881, 2.288234], [-8.101886, 5.920365, -1.370189], [3.895563, 5.344667, 0.815810], [2.672759, -3.430990, 1.142852], [-10.882358, 5.543577, 1.111451], [-5.715554, -0.885062, 6.505788], [0.986849, 5.243307, 3.032936], [-3.590361, -1.941926, 3.394711], [-5.370738, 1.786139, 4.486336], [-6.479487, -0.357146, 2.834900], [9.542335, 1.636770, -6.225908], [8.978108, 0.236978, -3.288802], [3.060302, -6.356130, 4.205476], [2.544639, -7.846304, -6.866075], [3.697059, 6.891809, -1.121203], [5.493486, 2.370608, -5.310625], [5.688377, -0.952158, -2.330408], [0.224767, -8.070420, -3.756000], [6.584183, 1.193804, -6.832418], [1.273358, -4.663636, -8.745777], [2.973651, 9.281778, 0.974660], [-2.864667, 1.002151, 7.850446], [1.951738, -5.544794, -4.191100], [6.643436, -0.537627, -6.164029], [9.018014, -0.863547, -4.688911], [3.795998, -6.976251, 0.128237], [-1.364028, 5.153206, 0.113749], [-1.022373, -7.205616, -7.175057], [5.831196, -6.954354, 3.915296], [6.779268, -1.571120, -4.324063], [3.621618, 1.243345, -3.825726], [4.862448, 2.773820, -2.342737], [4.960931, -5.505895, 5.498148], [-6.468084, 5.577391, 2.052312], [8.478395, 2.882186, -5.636703], [0.274389, -8.412576, -7.675157], [-8.638323, 4.820025, 3.904787], [7.687268, -1.870456, -2.939219], [-11.104004, 3.924208, 0.684856], [-9.166387, 6.915668, 1.732509], [6.014692, -7.842410, 1.577715], [7.471305, -6.940716, 1.851981], [7.295258, -4.355319, 1.686266], [-2.263303, -2.944928, 6.634301], [-2.587332, -1.414534, 7.507456], [1.316290, -5.672453, 1.150486], [-2.658489, -3.195517, 4.237920], [-9.211358, 4.526190, -1.287072], [-9.735390, 2.796253, 0.006932], [-3.889522, -2.561476, 7.037192], [-9.461443, 5.985980, -0.442989], [5.265502, -4.168350, 4.406900], [2.311037, 3.637977, 1.694565], [-0.220671, -3.102270, -6.768858], [-7.110959, 0.508003, 1.658517], [-2.365897, 2.432790, 5.809121], [2.068275, 7.692075, -1.382621], [-9.314908, 2.408316, 3.749485], [0.460581, 8.182730, -0.323851], [4.056809, -3.013824, 2.316008], [3.214526, -3.950272, -7.226955], [4.051189, -0.385469, -3.411296], [-4.406622, -3.014397, 4.502906], [6.794511, -5.580137, 3.750492], [1.000646, -5.126377, 2.728700], [-1.260143, -7.818867, -4.788703], [1.617688, 4.332759, 0.237618], [-5.513342, -0.025676, 1.477859], [-0.326565, -4.825401, -8.067240], [-6.793929, 3.249588, -0.822978], [1.606569, -6.958197, -8.575286], [-6.654765, -1.074557, 1.336045], [2.325067, -3.150684, 2.677683], [0.775453, -3.119840, -5.250530], [-1.863198, -0.464727, 3.841085], [-5.934520, 4.704841, -0.439074], [2.091066, -8.971093, -5.674787], [-1.102531, 6.895310, -0.378293], [6.266052, 2.054755, -1.446440], [3.238934, -5.680753, -6.790988], [6.504707, -6.764126, 0.321559], [2.845942, -4.653527, 4.532735], [-0.343045, 7.109328, 3.195694], [-0.982589, -1.511380, 4.894004], [-2.695152, 1.738031, 4.344186], [1.358375, -2.505977, -6.833123], [-0.506103, 1.003521, 5.136195], [-6.074741, 3.536819, 0.794835], [-0.025051, 5.712825, -0.812754], [-1.644961, 6.145311, 2.568272], [-0.047684, 4.287257, 2.000358], [-4.695916, 2.950163, 5.490199], [7.075162, 0.000328, -1.775233], [-8.011204, 7.075700, 3.064530], [3.428199, 8.193233, 2.275219], [2.672080, -7.374640, -5.168672], [-10.692369, 2.068662, 2.724189], [5.911177, -4.019868, 0.679999], [3.325901, -4.397161, -5.595986], [-1.409407, 7.869711, 2.043182], [7.980704, 0.209420, -7.049320], [-4.322276, 1.854709, 7.825381], [-4.265744, 0.132518, 8.015112], [-0.120740, -8.970038, -5.186235], [4.591557, 0.401813, -4.954844], [9.525271, 2.191248, -4.537108], [4.380899, 8.335051, 0.793445], [-10.734485, 3.265313, 4.052746], [-10.034129, 5.836131, 3.432805], [1.640398, -6.792796, 2.549517], [-1.250131, 0.405878, 6.655319], [6.051730, -3.555363, 2.269845], [-6.996453, 6.668953, 0.859097], [4.617555, 1.373779, -1.412021], [-5.839570, 1.814536, 6.198776], [2.232351, 5.968574, -1.240147], [-11.744475, 4.438089, 2.221463], [-0.086388, -6.594726, -9.168085]], "forces_ev_per_angstrom": [[1.5542, -1.5374, -3.4429], [-0.3598, -0.0528, -0.0370], [-0.0414, -0.1106, 2.1587], [0.1665, -0.4230, 0.3142], [-0.2407, 1.2577, -0.3687], [0.2399, 1.5564, -0.0458], [0.2365, 1.0119, 1.6973], [-0.2084, -0.2752, -0.4797], [0.3204, -0.4221, -1.0048], [-1.4989, 0.4374, 1.1805], [-0.4540, -0.5862, 0.0837], [1.8185, 2.0607, 2.1509], [-0.4770, -0.3989, -0.0643], [-0.0809, -0.3304, -0.1955], [1.9789, -1.5632, -0.0373], [1.6326, -0.3101, -1.4395], [1.9724, 1.0926, -1.7530], [-0.6573, -0.8861, 0.9689], [1.1442, 0.6562, 0.4983], [0.6985, -0.7616, 0.8834], [-0.2465, 0.6886, 0.4798], [-0.7788, -1.6451, 0.0676], [-0.0063, 0.5696, -0.0664], [0.7365, 0.1774, -1.3847], [1.0863, 2.6751, -0.7251], [-0.4217, 1.1098, 0.1122], [1.6231, 1.4127, -0.0314], [0.0351, -0.3446, -0.1854], [0.5749, -0.7242, -1.1495], [-0.2227, -0.1068, -0.2352], [-0.2266, -0.2240, 0.2415], [-0.0507, 0.3550, 1.3533], [-2.3460, 0.0218, 0.6611], [-1.5914, -0.8398, -0.1142], [1.1831, 0.1966, -1.0730], [-1.4324, 0.3639, -1.1006], [-2.1464, 1.0106, -1.0297], [-0.3907, 0.8900, -1.1983], [0.3882, -2.1923, 1.7057], [0.5194, -0.3984, -0.1597], [3.4357, -0.7242, 1.9938], [-0.4983, -0.1478, 0.3372], [0.3052, -1.0799, -1.1308], [1.2990, -0.7908, 0.5028], [-1.6496, -0.7736, -0.0523], [-0.2300, 0.4490, -2.5801], [-0.1990, -0.4180, -0.1446], [0.4096, -1.4893, -0.6123], [-0.7889, -0.2875, 1.6859], [-0.6203, -0.7827, -0.8717], [-0.0993, 0.5163, 2.6979], [-0.7413, 0.3449, -0.2224], [0.1341, 0.4254, 1.2934], [-1.2457, 0.6181, -0.7315], [0.0738, 0.3372, -1.2293], [0.5610, 0.3391, -0.0852], [2.0399, -0.5119, 0.2127], [1.0087, -0.5897, 0.9205], [0.7638, -0.0264, 0.6273], [-0.1198, -0.2980, -0.1457], [0.2991, 0.9380, 0.2380], [-0.1894, 0.6095, -0.2171], [-0.0202, 0.0814, -0.0548], [1.2249, 0.9436, -0.6553], [-1.9470, -0.2070, -1.7025], [0.3144, 1.4382, 0.2520], [-0.0187, -0.7846, 0.7176], [-0.7276, 0.1081, 0.1719], [-1.1457, 1.6897, 0.7761], [-0.2859, 0.1420, -0.1018], [-1.1676, -0.7198, 0.0838], [-0.5368, 0.6064, 0.6964], [0.3033, 0.1052, -0.0036], [-0.4956, -0.3915, 0.4140], [0.6465, -0.5647, -0.0698], [0.0713, 0.4378, -0.4866], [0.9963, 0.0454, -0.6606], [0.2596, 0.1811, 0.4659], [-0.0862, -0.1454, 0.6556], [-0.0886, 0.3216, 0.0732], [0.1335, -0.0725, -0.1823], [-0.1436, -0.4074, -0.1740], [0.6297, -0.4292, 0.7605], [-0.3171, -0.6079, 0.1722], [0.1380, 0.3786, -0.2702], [0.2438, -0.1361, 0.0662], [-0.1146, 0.4392, -0.0261], [-0.1220, 0.4592, -0.1285], [-0.5930, 0.3283, -0.5890], [-0.4060, 0.5820, 0.6247], [-0.0107, 0.5355, -0.0660], [-0.4559, -0.3046, -0.0495], [0.0896, 0.4448, 0.1994], [-0.4910, -0.2364, -0.1234], [0.3833, -0.0263, -0.6059], [0.6093, 0.0364, 0.4104], [-0.4350, 0.2434, -0.3703], [0.4080, 0.7148, -0.5338], [-0.0537, -0.3400, 0.0213], [-0.1746, 0.3625, 0.4077], [-0.1835, -0.5115, 0.1239], [-0.3205, -0.4791, -0.7604], [-0.3677, 0.2736, -0.2363], [0.0395, 0.2513, 0.1794], [0.3466, 0.3407, -0.0047], [-0.0070, -0.0744, -0.0881], [-0.1040, -0.7541, 0.0103], [-0.1457, 0.0793, -0.4204], [-0.7239, -0.6760, 1.0067], [0.4343, 0.5678, 0.1771], [0.4473, 0.1026, 0.1425], [-0.4702, -0.2879, -0.1353], [0.0551, 0.1958, -0.0391], [-0.1636, -0.0478, 0.2015], [-0.0248, 0.3976, -0.1897], [0.3018, -0.9546, -0.3864], [0.2358, 0.1599, 0.0382], [-0.0184, -0.2020, 0.0476], [0.4331, -0.3077, -0.1698], [-0.0300, -0.0069, 0.0132], [0.3866, -0.2739, -0.1060], [-0.5155, -0.2412, -0.5486], [-0.1250, 0.1287, 0.3277], [-0.1396, -0.1220, 0.6202], [-0.8590, 0.5336, 0.2769], [0.1852, 0.1420, 0.0261], [-0.2505, -0.4133, 0.4125], [-0.3300, 0.6322, -0.7645], [-0.3138, -0.0530, 0.6922], [0.5216, 0.2533, -0.3670], [0.4754, 0.0001, -0.2996], [-0.3110, 0.4942, -0.7722], [-0.1504, -0.3484, -0.3221], [-0.2493, -0.1804, -0.2938], [0.2925, -0.0064, -0.1982], [0.0447, -0.0498, 0.3130], [0.2279, 0.0332, -0.0459], [0.0526, -0.1784, 0.3795], [0.1258, 0.8773, 0.1555], [0.3588, -0.0229, -0.2140], [0.6794, 0.8543, 0.3392], [0.0187, 0.6745, 0.5286], [-0.3528, -0.0880, 0.1657], [-0.0897, -0.1693, -0.5366], [-0.8022, -0.4666, 0.0409], [0.2048, -0.0774, 0.8311], [-0.1789, 0.5543, -0.0494], [-0.4781, -0.3668, -0.2523], [-0.1328, 0.2511, -0.1769], [-0.5505, 0.1096, 0.3604], [-0.7303, -0.1145, 0.4709], [-0.1783, 0.2818, 0.0187], [0.1002, 0.1147, -0.1290], [0.4771, 0.1048, -0.0118], [-0.5281, -0.0096, -0.3406], [-0.2183, 0.1965, 0.2992], [-0.1769, -0.2670, 0.3100], [0.1371, -0.4591, -0.5348], [0.5263, -0.3602, 0.1661], [0.1242, -0.2546, 0.0991], [-0.1782, -0.3068, 0.1159], [0.4761, -0.4170, 0.0861], [-0.2400, 0.1136, -0.2190], [-0.2311, 0.0848, 0.0100], [0.4611, -0.1076, 0.5673], [-0.2960, 0.5485, 0.1632], [-0.0849, 0.1791, -0.0793], [0.0155, 0.0473, -0.0042], [0.5423, -0.3643, 0.0803], [-0.1117, 0.2546, -0.1540], [-0.0586, -0.6060, -0.3720], [-0.4209, -0.0794, 0.4150], [0.0700, -0.3416, -0.5185], [0.1301, -0.0819, 0.2952], [-0.2067, 0.0520, -0.0701], [-0.6294, -0.2972, -0.4501], [-0.0034, -0.3651, 0.2314], [-0.0805, -0.6309, -0.1362], [0.0953, -0.5220, 0.1850], [0.0351, -0.5513, -0.0947], [-0.3402, 0.3345, -0.3780], [-0.3033, -0.6837, 0.5664], [0.0014, 0.0887, -0.1800], [0.4152, -0.1124, 0.0043], [-0.9509, -0.4155, 0.7509], [0.0820, -0.2307, -0.5796], [0.1985, -0.4715, -0.0104], [-0.3023, 0.1868, -0.2685], [-0.1100, -0.1272, 0.2706], [-0.0496, 0.2583, -0.1129], [0.4692, -0.5369, -0.3311]]}